No. 1
Formula: C12H24Cl2CrO12
Source: the OMol25 dataset
Level of theory: wB97M-V/def2-TZVPD

Its expectation value of S² is 6.010. The energy above the lowest of the compared OMol25 structures with the same formula, charge and spin comes out at 42.3 kcal/mol. The LUMO energy (alpha / beta) is 0.5 / 0.5 eV.

```
! wB97M-V def2-TZVPD RIJCOSX def2/J DEFGRID3
* xyz 0 5
Cr -0.32738 -0.01887 0.15697
Cl -1.90222 0.65452 -1.78648
Cl 1.26428 -0.69293 1.90478
C -1.58198 0.22347 3.90118
O -2.11276 1.47054 3.47611
C -1.79777 1.96691 2.29761
O -1.14331 1.43874 1.36805
O -2.07390 3.24642 2.35436
C -1.82307 4.01435 1.18242
H -1.88121 -0.58694 3.23650
H -1.96273 0.07294 4.91137
H -0.49666 0.20599 4.00054
H -0.79509 3.89652 0.83969
H -2.04719 5.06685 1.35596
H -2.28802 3.66819 0.25933
C 0.78983 2.62899 -3.07320
O 1.81712 2.87528 -2.15927
C 1.90229 2.17225 -0.96331
O 1.21711 1.20209 -0.65423
O 2.91886 2.73097 -0.29039
C 3.45586 2.23708 0.95855
H -0.07946 3.20311 -2.75255
H 0.48709 1.58241 -3.10688
H 1.02685 2.89429 -4.10350
H 4.32812 2.87115 1.11732
H 3.73308 1.18448 0.90126
H 2.68298 2.32134 1.72253
C 3.46740 -2.02278 -0.89465
O 2.80009 -2.25161 -2.07116
C 1.50906 -1.84132 -2.22459
O 0.78989 -1.45343 -1.26187
O 1.03700 -1.91771 -3.47318
C 1.78101 -2.14923 -4.66808
H 3.17053 -2.60600 -0.02297
H 3.36888 -0.94585 -0.75818
H 4.49646 -2.36838 -0.99312
H 2.14172 -1.14747 -4.90147
H 1.21799 -2.54878 -5.51156
H 2.64650 -2.79579 -4.52319
C -4.36285 -0.94889 2.00435
O -3.97592 -2.09364 1.29704
C -2.63755 -2.26005 0.93988
O -1.74811 -1.35912 0.91886
O -2.39055 -3.50995 0.78273
C -1.10622 -4.00121 0.47548
H -5.44490 -0.83548 1.93792
H -3.77649 -0.11825 1.61154
H -4.12292 -0.85036 3.06304
H -0.60042 -3.34475 -0.23256
H -1.09609 -5.02337 0.09706
H -0.47534 -4.13671 1.35396
*
```


No. 2
Formula: C12H24Cl2HoN2S
Source: the OMol25 dataset
Level of theory: wB97M-V/def2-TZVPD

Its expectation value of S² is 6.006. The energy above the lowest of the compared OMol25 structures with the same formula, charge and spin comes out at 0.0 kcal/mol. The LUMO energy (alpha / beta) is 2.3 / 2.3 eV.

```
! wB97M-V def2-TZVPD RIJCOSX def2/J DEFGRID3
* xyz -1 5
Ho -0.23435 0.53010 0.73636
Cl 1.16080 2.61404 0.97092
Cl -1.98995 -1.36223 0.64475
C -1.70940 1.72422 -0.36336
H -2.72010 1.32203 -0.44175
H -1.61626 2.80811 -0.28127
C 0.08361 0.21176 -1.58272
C -0.91311 1.27858 -1.67885
H -0.29087 -0.70134 -1.05916
C -0.28726 2.56352 -2.30362
H -1.69936 0.92947 -2.37505
C 0.36945 2.29602 -3.65145
H -1.07084 3.31628 -2.41164
H 0.45126 2.97280 -1.59667
C 1.39866 1.19041 -3.52346
H -0.38298 1.97983 -4.38183
H 0.82591 3.21069 -4.04157
C 0.77202 -0.04843 -2.87424
H 1.77613 0.93920 -4.51462
H 2.23972 1.56929 -2.93607
H 0.00722 -0.43101 -3.57320
H 1.52864 -0.82523 -2.75476
C -1.49036 -0.42071 3.90731
N -0.71765 -1.65995 4.03080
C -1.14861 -2.59497 5.05803
C 0.43292 -1.83066 3.34490
S 1.31470 -0.46984 2.79870
N 0.89382 -3.09925 3.06169
C 1.32176 -3.98533 4.14209
C 1.74336 -3.24559 1.87464
H -2.29464 -0.46581 4.64781
H -1.95787 -0.35798 2.90798
H -0.87031 0.46650 4.09088
H -1.37918 -3.57566 4.63079
H -0.40192 -2.68686 5.85847
H -2.06122 -2.19110 5.50309
H 1.70119 -4.89950 3.67507
H 2.12685 -3.54254 4.74772
H 0.49248 -4.26788 4.78777
H 1.24275 -2.83188 0.99296
H 2.70716 -2.73451 2.00977
H 1.91835 -4.31569 1.72617
*
```


No. 3
Formula: C12H24CrNO12Ti
Source: the OMol25 dataset
Level of theory: wB97M-V/def2-TZVPD

Its expectation value of S² is 15.757. The LUMO energy (alpha / beta) is -9.1 / -8.1 eV.

```
! wB97M-V def2-TZVPD RIJCOSX def2/J DEFGRID3
* xyz 2 8
Cr 1.04691 2.09630 -1.45836
Ti 5.95341 0.89584 -3.21164
N 3.12786 -0.48039 -1.02974
O 2.38854 0.46433 -0.77354
O 2.78049 -1.68798 -0.90657
O 4.17054 -0.15528 -1.65333
C -3.94406 4.35207 0.67358
C -2.87484 3.37960 0.10654
O -1.92778 3.14048 1.18608
C -0.92979 2.27805 1.11921
O -0.47965 1.79240 0.06212
O -0.24446 2.30619 2.35360
C 1.00513 1.61017 2.45824
H -3.38214 5.23574 0.97601
H -4.30675 3.86891 1.58084
H -4.74820 4.28453 -0.05915
H -2.26429 3.78908 -0.69822
H -3.41100 2.49396 -0.23446
H 1.46935 1.12344 1.60052
H 0.89634 0.83798 3.21980
H 1.81494 2.20655 2.87850
C 1.70512 -0.45353 -4.91735
C 0.96075 -1.15121 -3.79952
O -0.47375 -0.85988 -3.93369
C -0.91391 0.14710 -3.25133
O -0.32135 0.73701 -2.33227
O -2.14655 0.26007 -3.50821
C -3.04750 1.00274 -2.75128
H 2.50807 -1.14912 -5.16132
H 2.01811 0.56536 -4.68933
H 1.06233 -0.42209 -5.79708
H 1.50379 -0.97816 -2.87041
H 0.91980 -2.22402 -3.98795
H -4.05241 0.85734 -3.14764
H -2.80048 2.05206 -2.91259
H -3.03917 0.78519 -1.68325
C 2.20384 -4.39609 1.43069
C 1.32183 -3.13501 1.58267
O 0.93999 -3.28766 2.93930
C 0.17282 -2.26097 3.46432
O -0.25431 -1.27683 2.84817
O 0.09129 -2.46629 4.84212
C -0.88819 -1.81308 5.61080
H 3.06359 -4.30543 2.09456
H 2.57761 -4.45737 0.40862
H 1.63860 -5.30090 1.65410
H 0.60257 -3.17459 0.76462
H 1.83262 -2.20062 1.35005
H -0.92314 -2.40093 6.52803
H -1.84450 -1.69895 5.10035
H -0.55801 -0.82609 5.93476
*
```


No. 4
Formula: C12H24CuNO7P2Si2
Source: the OMol25 dataset
Level of theory: wB97M-V/def2-TZVPD

The energy above the lowest of the compared OMol25 structures with the same formula, charge and spin comes out at 18.4 kcal/mol. The LUMO energy is 4.9 eV.

```
! wB97M-V def2-TZVPD RIJCOSX def2/J DEFGRID3
* xyz -2 1
Cu 0.58703 0.13543 0.12600
C -0.06085 4.06725 0.56601
Si -1.05634 2.67987 1.42420
C -2.61703 3.64337 2.08697
C -0.15367 2.15064 3.02676
C -1.36545 1.20379 0.33306
C -1.84911 0.03259 1.06356
C -3.00066 0.01573 1.86397
C -3.25878 -1.07378 2.67229
C -2.40973 -2.16952 2.61116
C -1.36548 -2.12703 1.69354
N -1.09912 -1.06703 0.95253
Si -2.25888 1.39573 -1.28539
C -2.61093 -0.34274 -2.01941
C -1.30040 2.41252 -2.58616
C -4.04854 2.19278 -1.27979
H 0.44051 4.70502 1.29021
H -0.68136 4.69859 -0.06321
H 0.69755 3.60982 -0.05446
H -2.35722 4.51836 2.67650
H -3.23793 3.00443 2.70674
H -3.23006 3.97386 1.25436
H 0.31982 2.98754 3.53459
H 0.63022 1.45469 2.74978
H -0.81069 1.65568 3.73759
H -3.64812 0.87726 1.86225
H -4.11500 -1.06042 3.34162
H -2.55532 -3.02226 3.25987
H -0.70788 -2.97557 1.54745
H -1.68848 -0.91038 -2.01491
H -2.99534 -0.31888 -3.03644
H -3.32835 -0.88017 -1.40614
H -0.24609 2.20715 -2.45139
H -1.45394 3.48031 -2.46728
H -1.57244 2.14858 -3.60491
H -4.72454 1.61562 -0.65435
H -4.48963 2.24224 -2.27371
H -4.02738 3.20455 -0.88532
O 2.40075 -0.90509 -2.20501
P 3.02129 -1.18561 -0.73660
O 4.11012 -2.17683 -0.81261
O 1.91255 -1.39799 0.26567
O 3.70774 0.30076 -0.42233
P 2.69590 1.53481 -0.21584
O 3.67041 2.73464 -0.79853
O 2.44911 1.83218 1.21349
O 1.55801 1.40771 -1.20110
H 1.96704 -0.03951 -2.07290
H 3.64810 3.37586 -0.09529
*
```


No. 5
Formula: C12H24F2HfO4
Source: the OMol25 dataset
Level of theory: wB97M-V/def2-TZVPD

The energy above the lowest of the compared OMol25 structures with the same formula, charge and spin comes out at 71.8 kcal/mol. The LUMO energy is -11.6 eV.

```
! wB97M-V def2-TZVPD RIJCOSX def2/J DEFGRID3
* xyz 2 1
Hf 3.35956 -0.02930 -0.15990
F 3.56616 -2.34953 0.07501
F 1.17284 -0.70684 -0.62513
C -0.03522 2.10395 -1.83533
C 1.33298 2.10828 -2.49002
O 2.26070 1.35551 -2.07715
C 1.59716 3.20934 -3.47320
H -0.32196 1.06501 -1.67255
H -0.71960 2.72524 -2.41300
H 0.03410 2.60626 -0.87045
H 2.62370 3.25318 -3.83707
H 1.27529 4.16821 -3.06690
H 1.07999 3.13347 -4.42969
C -2.39337 2.70420 1.03696
C -1.08101 2.06960 1.46780
O -0.17188 2.83041 1.77586
C -1.12802 0.52989 1.62705
H -3.15917 2.14930 1.57894
H -2.55529 2.61731 -0.03744
H -2.47706 3.77713 1.20995
H -0.81213 -0.00286 0.73012
H -2.13419 0.15257 1.80964
H -0.50557 0.29828 2.49136
C 2.13899 -1.65174 4.28368
C 1.84350 -1.61650 2.79884
O 2.30723 -0.74542 2.06832
C 0.82353 -2.60475 2.27836
H 2.54409 -2.63832 4.50873
H 1.29149 -1.40560 4.92341
H 2.89418 -0.88671 4.46395
H 1.08745 -3.64572 2.46497
H 0.56993 -2.44052 1.23107
H -0.12349 -2.38952 2.77327
C -1.14308 -2.17494 -3.09022
C -1.91482 -1.48239 -1.97694
O -2.47872 -0.36462 -2.14101
C -1.95880 -2.13492 -0.62173
H -1.34703 -3.23873 -3.21209
H -0.08915 -1.95363 -2.92185
H -1.33438 -1.64154 -4.02134
H -0.97999 -2.33005 -0.18359
H -2.60820 -3.00729 -0.54865
H -2.33074 -1.41567 0.10795
*
```


No. 6
Formula: C12H24F3LiN3NbO4S
Source: the OMol25 dataset
Level of theory: wB97M-V/def2-TZVPD

The energy above the lowest of the compared OMol25 structures with the same formula, charge and spin comes out at 27.7 kcal/mol. The LUMO energy (alpha / beta) is -9.5 / -9.5 eV.

```
! wB97M-V def2-TZVPD RIJCOSX def2/J DEFGRID3
* xyz 2 1
N -0.05583 -0.89745 -1.44249
C -0.56203 -1.27974 -2.48184
O -0.99368 -1.56569 -3.54381
Li 2.11020 -0.19837 -1.34164
Nb -0.04284 0.18626 0.26528
N 0.97604 1.58172 -0.83084
N 1.28255 -0.97083 1.14243
C 0.33641 2.55975 -1.77738
C 1.64424 -2.36280 1.48279
C 0.93783 2.33831 -3.16733
C 0.55729 3.97191 -1.24085
C -1.15977 2.32481 -1.87040
C 3.11457 -2.41710 1.90595
C 0.74845 -2.86068 2.62320
C 1.42717 -3.24392 0.26183
H 2.03046 2.45835 -3.17759
H 0.50933 3.06651 -3.87116
H 0.69430 1.33235 -3.54616
H 0.17579 4.04037 -0.21412
H 0.00942 4.70126 -1.85169
H 1.61028 4.27243 -1.25204
H -1.42003 1.32828 -2.24803
H -1.56773 3.04261 -2.60145
H -1.68233 2.52265 -0.92415
H 3.75717 -2.01756 1.11104
H 3.40952 -3.46150 2.07289
H 3.29925 -1.86169 2.83329
H 0.91957 -2.29894 3.54922
H 0.96337 -3.92202 2.81860
H -0.30994 -2.77591 2.34510
H 0.40649 -3.15968 -0.13393
H 1.60373 -4.29158 0.55069
H 2.13613 -2.99778 -0.54330
C 1.51805 0.05047 2.23442
H 0.87905 0.97271 2.08207
H 1.28031 -0.35806 3.22852
H 2.56907 0.37873 2.23612
C 2.39990 1.88595 -0.46865
H 2.48185 2.68752 0.29416
H 2.94939 0.99707 -0.05954
H 2.94857 2.19553 -1.37533
F -5.62748 -0.87878 0.32012
C -4.38165 -1.05273 0.80755
F -4.40093 -0.84072 2.13831
F -3.97792 -2.31664 0.55648
S -3.15855 0.10071 0.00449
O -2.99704 -0.32096 -1.36171
O -3.53795 1.44922 0.31511
O -1.95311 -0.36489 0.85098
*
```